The following is a quantum chemistry calculation of a structure of composition C11H40FeN20O13, from the OMol25 dataset.

The expectation value of S² is 6.008. The HOMO energy (alpha / beta) comes out at -9.004 / -9.005 eV. For the energy relative to the best compared isomer or geometry (same formula, charge and spin), the calculation gives 0.000 eV.

ORCA input file:
```
! RIJCOSX wB97M-V def2-TZVPD def2/J DEFGRID3
* xyz 0 5
Fe 2.34771 -0.30480 -0.28021
C -0.07931 0.13938 0.38694
O 0.49576 0.49002 -0.64159
O 0.67321 -0.55243 1.02153
O -1.17430 0.61605 0.78182
C -4.32655 0.68315 2.68209
O -5.10240 0.77586 3.58649
N -3.11145 0.22148 2.81039
N -4.54685 1.21410 1.50875
H -2.99187 -0.34244 3.63972
H -2.41319 0.38004 2.09807
H -5.51942 1.43504 1.34936
H -3.78062 1.18941 0.85119
C -1.69023 1.35988 -3.16236
O -1.35898 0.31103 -3.67069
N -1.85538 2.48199 -3.76276
N -2.18350 1.37759 -1.96544
H -2.48927 3.04053 -3.20929
H -1.72568 2.68758 -4.74308
H -1.59656 0.96260 -1.25594
H -2.58074 2.24700 -1.63921
C 1.05656 4.19055 -0.28759
O 1.32149 5.21951 -0.91511
N 0.17902 3.32947 -0.66643
N 1.45452 3.89426 0.87328
H 0.03046 2.49416 -0.11847
H -0.28486 3.38709 -1.56175
H 1.70411 4.56738 1.58371
H 1.42047 2.92920 1.16928
C 3.91979 -2.82021 1.13884
O 3.29272 -1.82996 0.79034
N 3.72626 -3.91855 0.51929
N 4.85200 -2.80129 1.98451
H 3.21752 -3.98060 -0.35102
H 4.23046 -4.77326 0.70731
H 5.12463 -3.75433 2.17810
H 4.69274 -2.16345 2.75126
C -3.24089 -2.15691 -1.44857
O -4.12856 -2.86799 -1.76158
N -2.11760 -2.22627 -2.18490
N -3.18837 -1.36095 -0.36048
H -1.40651 -1.50917 -2.17038
H -1.99351 -2.89456 -2.93196
H -2.34300 -0.85881 -0.12962
H -4.05422 -1.35228 0.15944
C 3.26554 1.40605 -2.75374
O 3.40516 0.52237 -1.92786
N 2.23410 2.19712 -2.95975
N 4.22521 1.77368 -3.57464
H 2.44554 2.81553 -3.72978
H 1.37946 2.19481 -2.42154
H 5.05965 1.20634 -3.53069
H 3.97172 2.37133 -4.34837
C 1.69026 -2.18112 -2.93121
O 1.85809 -1.80586 -1.74829
N 0.95764 -1.57615 -3.83265
N 2.18800 -3.23370 -3.52756
H 0.44617 -0.74974 -3.55775
H 0.79780 -2.13761 -4.65684
H 2.71672 -3.80740 -2.88613
H 2.30928 -3.24250 -4.53021
C 0.90916 -0.06699 4.48355
O 1.25287 0.18511 5.60462
N 1.54298 -0.87801 3.70116
N -0.22762 0.18700 3.96423
H 1.27605 -0.75025 2.73548
H 2.46895 -1.23888 3.88131
H -0.34940 -0.29904 3.08727
H -0.98036 0.54124 4.53695
C -1.90149 3.99971 2.80640
O -2.33618 5.06762 3.13556
N -1.63181 3.00053 3.63831
N -1.92739 3.62619 1.56707
H -1.37917 2.21255 3.05918
H -2.03920 3.07039 4.55986
H -1.56250 2.77198 1.17049
H -2.26960 4.29067 0.88777
C -0.46683 -4.26313 0.34173
O -1.05681 -5.18700 -0.19765
N 0.27517 -4.31178 1.39963
N -0.64306 -3.05154 -0.01868
H 0.45188 -5.20849 1.82948
H 0.44260 -3.48026 1.94795
H -1.04910 -2.89698 -0.93046
H -0.20505 -2.22985 0.37255
*
```

***

The following is a quantum chemistry calculation of a structure of composition C17H32NRe, from the OMol25 dataset.

The expectation value of S² is 3.840. The HOMO energy (alpha / beta) comes out at -21.282 / -20.993 eV.

ORCA input file:
```
! RIJCOSX wB97M-V def2-TZVPD def2/J DEFGRID3
* xyz 3 4
Re 0.54033 -0.07466 -0.82210
C -1.00479 0.38658 -2.27001
C -0.45304 -0.91544 -2.59063
C 0.94682 -0.65586 -2.98764
C 1.12072 0.75224 -2.94879
C -0.09532 1.43539 -2.61781
C -0.34907 2.88388 -2.59086
C -1.33563 3.27988 -1.48661
C 0.94067 3.70245 -2.53515
C -1.04277 3.06566 -3.99697
C 2.17686 -1.57589 -3.02731
C 2.00563 -2.79197 -3.94399
C 2.37450 -1.95469 -1.53833
C 3.42511 -0.80637 -3.47262
C -1.35009 -2.15887 -2.54118
C -1.58976 -2.46886 -4.04439
C -2.69408 -1.81740 -1.88687
C -0.77323 -3.37813 -1.81113
H -2.02396 0.54310 -1.94747
H 2.05606 1.25392 -3.15423
H -0.92225 3.09782 -0.48863
H -2.30422 2.78845 -1.57974
H -1.51691 4.35227 -1.55381
H 1.51223 3.51541 -1.62147
H 0.67878 4.75960 -2.54181
H 1.58614 3.52729 -3.39707
H -1.99195 2.53408 -4.06184
H -0.39147 2.77610 -4.82206
H -1.24076 4.13622 -4.08083
H 1.22895 -3.48599 -3.64586
H 2.95647 -3.32530 -3.96120
H 1.79998 -2.46863 -4.96538
H 1.58781 -2.57477 -1.10304
H 2.56540 -1.02102 -0.89086
H 3.33065 -2.46017 -1.36623
H 3.33081 -0.42564 -4.49082
H 4.26103 -1.50526 -3.46491
H 3.69800 0.02251 -2.81489
H -2.06371 -1.63019 -4.55635
H -2.28682 -3.30905 -4.08676
H -0.68104 -2.75494 -4.56646
H -3.28492 -1.09545 -2.45192
H -2.60189 -1.45526 -0.85516
H -3.27939 -2.73389 -1.83508
H 0.12433 -3.80115 -2.24940
H -1.54051 -4.15116 -1.82718
H -0.57840 -3.17947 -0.74858
N 0.17319 -0.32565 1.32071
H -0.78631 -0.09190 1.60029
H 0.76359 0.26402 1.92242
H 0.32702 -1.27627 1.67773
*
```